{
  "formula": "C3H6O2Si",
  "method": "the ωB97M-V functional and the def2-TZVPD basis",
  "symbols": ["C", "C", "C", "O", "O", "Si", "H", "H", "H", "H", "H", "H"],
  "xyz": [[-2.407, -0.467, 3.545], [-1.733, -0.628, 2.573], [0.974, 1.360, -1.510], [0.210, -1.489, -0.923], [1.633, -1.426, -0.563], [1.150, -0.493, -1.804], [-2.986, -0.303, 4.405], [1.506, -1.005, -3.102], [-1.154, -0.791, 1.712], [1.308, 1.935, -2.368], [-0.061, 1.630, -1.317], [1.560, 1.678, -0.650]],
  "forces_ev_per_angstrom": [[0.214, 0.028, -0.252], [-0.227, 0.008, 0.261], [0.187, -0.598, -0.389], [-2.260, -0.499, -0.011], [2.048, -0.353, 1.073], [-0.123, 1.569, -0.004], [-0.321, 0.056, 0.452], [0.141, 0.098, -0.584], [0.369, -0.117, -0.515], [0.058, 0.069, -0.156], [-0.148, -0.116, 0.018], [0.065, -0.144, 0.106]],
  "orbital_gap_ev": 10.333,
  "max_force_ev_per_a": 2.3,
  "lumo_ev": 0.33,
  "relative_energy_kcal_mol": 109.85,
  "e_tot_ev": -15176.704,
  "homo_ev": -10.0035
}

***

{
  "formula": "C3H6O2Si",
  "method": "the ωB97M-V functional and the def2-TZVPD basis",
  "symbols": ["C", "C", "C", "O", "O", "Si", "H", "H", "H", "H", "H", "H"],
  "xyz": [[-0.591, 1.098, -1.321], [0.785, 0.445, -0.976], [0.118, -1.572, 1.797], [-1.443, 0.698, -0.089], [0.295, -0.089, 2.090], [-0.218, -0.182, 0.540], [-0.533, 2.172, -1.342], [-1.194, 0.580, -2.197], [1.073, -0.196, -1.676], [1.517, 1.136, -0.826], [0.939, -2.116, 1.672], [-0.747, -1.975, 2.329]],
  "forces_ev_per_angstrom": [[-1.546, -2.183, -0.254], [-4.553, 0.720, 2.482], [-4.933, 3.761, -1.422], [0.689, 0.351, -0.897], [0.353, -0.342, 0.311], [1.535, -0.876, 0.453], [-0.392, 0.300, -0.248], [1.568, 1.475, 1.518], [1.218, -2.989, -2.796], [2.007, 1.962, 0.725], [3.505, -2.111, 0.063], [0.549, -0.068, 0.066]],
  "orbital_gap_ev": 9.983,
  "max_force_ev_per_a": 6.4,
  "lumo_ev": 0.81,
  "relative_energy_kcal_mol": 36.66,
  "e_tot_ev": -15179.878,
  "homo_ev": -9.1754
}

***

{
  "formula": "C3H6O3",
  "method": "the ωB97M-V functional and the def2-TZVPD basis",
  "symbols": ["O", "C", "C", "O", "C", "O", "H", "H", "H", "H", "H", "H"],
  "xyz": [[-1.625, 0.799, -0.344], [-1.176, -0.435, 0.164], [0.343, -0.550, 0.001], [0.665, -0.365, -1.354], [1.028, 0.460, 0.790], [1.825, 1.288, 0.277], [-1.217, 0.868, -1.224], [-1.643, -1.291, -0.348], [-1.450, -0.476, 1.224], [0.681, -1.536, 0.367], [1.366, 0.318, -1.367], [1.214, 0.931, 1.802]],
  "forces_ev_per_angstrom": [[0.216, -0.139, -0.333], [-0.123, -0.226, 0.181], [-0.782, -1.062, -0.282], [0.159, 0.038, 0.082], [4.190, 5.447, 1.549], [-1.034, -1.760, -1.898], [-0.213, 0.113, 0.229], [0.076, 0.204, 0.062], [0.055, -0.027, -0.142], [-0.128, 0.098, -0.100], [-0.109, -0.087, -0.016], [-2.307, -2.598, 0.666]],
  "orbital_gap_ev": 10.866,
  "max_force_ev_per_a": 7.0,
  "lumo_ev": 0.61,
  "relative_energy_kcal_mol": 57.22,
  "e_tot_ev": -9348.835,
  "homo_ev": -10.2536
}